(1)
Here is 15 unconnected molecules or ions with the total composition H32NO14 at a distorted geometry from OMol25. Energies are from ωB97M-V/def2-TZVPD.

ORCA input file:
```
! wB97M-V def2-TZVPD RIJCOSX def2/J DEFGRID3
* xyz 1 1
O 2.360 2.559 -0.572
O -0.949 -2.206 2.514
O 1.743 -0.951 -0.750
O 1.235 -3.345 0.488
O 1.445 -1.026 2.102
O -1.540 3.025 2.480
O -0.956 0.476 2.895
O -0.380 2.625 -0.361
O 2.469 1.349 -3.259
O -3.007 -1.416 -0.062
O 3.081 0.801 1.399
O -2.646 1.311 0.628
O -1.354 -2.147 -3.120
O -0.009 0.355 -3.652
N -0.871 -0.311 -1.126
H -0.056 -0.140 -4.473
H 2.158 -3.161 0.707
H 2.530 1.561 -2.318
H -0.745 -0.124 -2.150
H -0.566 -2.178 -3.683
H 2.175 0.811 1.080
H 3.398 1.665 1.112
H 0.865 -1.810 2.073
H -0.311 3.577 -0.232
H -1.584 -2.504 1.846
H -0.722 3.427 2.777
H -3.423 1.854 0.493
H 2.713 0.424 -3.347
H -1.839 2.304 3.033
H 1.382 2.506 -0.520
H -1.546 -1.080 -1.074
H -1.305 0.540 -0.755
H -1.020 2.314 0.307
H -0.263 0.219 2.272
H -3.752 -2.018 -0.194
H -0.978 -2.914 3.173
H 0.965 -3.904 1.226
H 2.589 3.473 -0.762
H 2.058 -1.228 2.817
H 2.503 -0.567 -0.278
H 0.388 1.213 -3.847
H -2.277 1.115 1.500
H 0.037 -0.550 -0.686
H 1.938 -1.890 -0.612
H -1.184 -0.326 3.370
H -3.531 -0.677 0.289
H -1.219 -3.033 -2.746
*
```

The LUMO energy comes out at -2.8293 eV. For the maximum force, the calculation gives 1.901 eV Å⁻¹. The highest occupied orbital energy comes out at -13.269 eV. The energy above the lowest of the compared OMol25 structures with the same formula, charge and spin comes out at 31.46 kJ/mol.

(2)
Here is 15 unconnected molecules or ions with the total composition H32NO14 at a distorted geometry from OMol25. Energies are from ωB97M-V/def2-TZVPD.

ORCA input file:
```
! wB97M-V def2-TZVPD RIJCOSX def2/J DEFGRID3
* xyz 1 1
O 2.295 1.238 0.681
O 3.268 0.348 -1.845
O -0.400 1.928 2.988
O -0.291 -0.053 0.648
O -0.454 -1.926 3.150
O 1.747 3.597 -0.440
O -3.321 0.629 1.935
O -2.661 0.030 -0.592
O 2.187 -0.654 2.768
O -3.178 2.071 -2.263
O 0.809 -2.742 -2.725
O 1.421 -3.391 -0.142
O -1.653 -2.456 0.276
O 0.163 0.384 -3.411
N -0.494 2.101 -0.779
H 0.144 -2.898 -3.402
H -3.047 1.352 2.504
H 1.589 -2.401 -3.178
H -3.492 1.616 -1.473
H -1.360 2.580 -1.021
H -0.157 -0.749 1.303
H -0.342 2.325 0.203
H 1.440 4.287 0.148
H 2.686 3.412 -0.407
H 1.850 0.587 1.227
H -1.271 -0.034 0.639
H 4.095 0.834 -1.766
H 2.611 -0.890 3.603
H 2.148 1.111 -0.257
H 3.449 -0.374 -1.226
H 0.350 -0.533 -3.195
H -0.434 1.084 -0.898
H 1.266 -4.302 0.107
H -2.912 1.370 -2.864
H -3.029 0.184 0.312
H -0.726 -2.502 2.427
H 0.318 2.499 -1.260
H 0.591 0.648 -4.229
H -0.881 -2.931 -0.080
H 0.286 1.320 2.704
H 1.478 -3.257 -1.102
H -2.619 -0.947 -0.584
H -3.445 -0.202 2.400
H 2.256 -1.457 2.234
H 0.509 -1.845 3.163
H -2.355 -2.888 -0.231
H -0.433 1.896 3.947
*
```

The LUMO energy comes out at -2.7246 eV. For the maximum force, the calculation gives 1.394 eV Å⁻¹. The highest occupied orbital energy comes out at -13.297 eV. The energy above the lowest of the compared OMol25 structures with the same formula, charge and spin comes out at 68.29 kJ/mol.

(3)
Here is 16 unconnected molecules or ions with the total composition H32O16 at a distorted geometry from OMol25. Energies are from ωB97M-V/def2-TZVPD.

ORCA input file:
```
! wB97M-V def2-TZVPD RIJCOSX def2/J DEFGRID3
* xyz -1 2
O 3.796 2.942 -0.519
O 2.145 -1.579 0.685
O 1.568 -4.373 -3.303
O 2.174 3.679 -4.331
O 2.938 0.128 -1.770
O -0.571 4.393 3.340
O 0.665 -1.981 3.014
O 0.237 0.091 -0.479
O -3.762 -0.246 0.635
O -4.117 0.115 3.570
O 0.392 2.486 2.127
O -2.397 1.818 2.576
O -1.967 2.095 -2.344
O 3.816 -2.354 -1.676
O -1.994 -4.600 -2.506
O -2.946 -2.606 1.190
H 1.292 -1.804 0.152
H -2.045 1.165 -2.586
H -0.958 4.081 2.511
H -3.138 2.277 2.977
H 2.281 -3.684 -3.147
H 0.125 0.923 -1.097
H 0.266 -1.560 2.295
H 1.047 -4.217 -2.530
H 2.456 4.390 -3.752
H -2.914 -0.135 0.145
H -3.859 0.066 2.646
H 0.103 5.096 3.084
H -2.199 -2.234 1.667
H -4.578 -0.585 3.964
H -1.435 -4.983 -3.144
H -0.745 -0.194 -0.649
H 1.366 2.518 1.921
H 3.294 3.828 -0.197
H -2.490 -4.068 -3.091
H -1.825 1.562 3.197
H -2.437 2.060 -1.527
H -4.319 -0.982 0.128
H 3.075 0.467 -0.947
H 2.053 -0.283 -1.862
H 1.855 2.918 -3.826
H 1.552 -1.633 2.837
H 4.274 -2.740 -2.477
H 2.673 -2.220 0.297
H 4.739 3.099 -0.758
H 3.753 -1.412 -1.920
H 0.167 1.648 2.408
H -3.248 -3.431 1.617
*
```

The expectation value of S² is 0.7511. The LUMO energy (alpha / beta) comes out at 2.1480 / 2.0311 eV. For the maximum force, the calculation gives 5.818 eV Å⁻¹. The highest occupied orbital energy (alpha / beta) comes out at -0.515 / -7.652 eV. The energy above the lowest of the compared OMol25 structures with the same formula, charge and spin comes out at 254.63 kJ/mol.

(4)
Here is 17 unconnected molecules or ions with the total composition H32O20P at a distorted geometry from OMol25. Energies are from ωB97M-V/def2-TZVPD.

ORCA input file:
```
! wB97M-V def2-TZVPD RIJCOSX def2/J DEFGRID3
* xyz -3 1
P 0.011 -0.149 -0.186
O -2.185 1.428 2.179
O 2.753 0.370 1.550
O -0.130 0.726 0.905
O -2.037 -0.468 -2.952
O 0.646 0.679 -1.221
O -3.609 0.457 -0.517
O 0.518 3.102 -0.488
O -2.052 2.975 -0.037
O 1.007 -1.134 0.476
O 3.309 -1.308 -0.704
O 0.975 2.388 2.275
O 0.105 1.468 -3.481
O 0.879 -3.490 -0.072
O -2.516 -1.315 1.733
O 1.871 -2.081 2.504
O -1.304 -0.687 -0.517
O -1.954 -3.015 -1.339
O 1.842 -0.918 -2.823
O 2.906 1.797 -0.947
O -0.313 -0.402 3.210
H -1.448 1.168 1.656
H 0.510 1.637 1.749
H 1.351 -0.204 -2.346
H 1.212 -1.587 -2.947
H -1.765 -1.252 2.302
H 0.670 2.872 0.430
H -1.789 -2.092 -1.059
H 2.820 -1.189 -1.534
H -2.721 0.650 2.342
H -0.164 -0.023 2.322
H -2.131 -1.108 0.883
H -2.682 0.108 -0.535
H -2.574 -2.938 -2.116
H -3.895 0.433 0.401
H 2.582 -1.447 2.570
H -2.958 -0.599 -2.992
H 1.454 -1.758 1.642
H 2.173 1.033 1.939
H -1.819 -0.565 -2.006
H 3.223 1.338 -0.146
H 0.521 2.206 -0.874
H 0.317 -1.096 3.142
H 1.558 -3.510 -0.735
H 0.850 -2.506 0.180
H 2.050 -0.094 1.066
H -2.241 2.328 0.686
H -1.143 2.857 -0.258
H 0.284 1.202 -2.539
H 0.302 3.078 2.390
H 2.027 1.349 -1.072
H 0.169 0.633 -3.968
H 2.534 -1.351 -0.120
*
```

The LUMO energy comes out at 7.4506 eV. For the maximum force, the calculation gives 9.429 eV Å⁻¹. The highest occupied orbital energy comes out at -0.721 eV. The energy above the lowest of the compared OMol25 structures with the same formula, charge and spin comes out at 331.56 kJ/mol.